1.
This record from OMol25 describes an isolated molecule of C5H11NO. The level of theory is ωB97M-V with the def2-TZVPD basis set.

Atoms and positions in Å:
O -0.0831 0.1149 -2.9464
N 0.6954 0.2688 1.5838
C 0.3411 0.3157 -1.5909
C 0.8584 1.3769 2.1529
C 0.3090 -1.0407 -0.8919
C -0.7925 -1.1578 0.1647
C -0.6805 -0.1304 1.3042
H -1.2917 0.7432 1.0839
H 1.8759 1.6788 2.3839
H 1.2570 -1.2594 -0.4046
H -0.3718 1.0129 -1.1365
H 0.0352 2.0549 2.4025
H -1.1171 -0.5589 2.2114
H 1.3599 0.7108 -1.5803
H -0.0191 0.9565 -3.4059
H -1.7827 -1.1205 -0.3007
H -0.7696 -2.1545 0.6164
H 0.1762 -1.8112 -1.6464

Forces on atoms 1 to 6 (eV/Å):
O 0.09 -0.04 -0.05
N -0.25 -0.33 0.13
C -0.17 -0.36 -0.42
C 0.26 0.02 -0.15
C -0.20 -0.02 0.42
C 0.05 -0.44 0.20

The spin multiplicity is 1. As for the highest occupied orbital energy: -9.75 eV. Its SMILES is C=NCCCCO.

=====

2.
This record from OMol25 describes a cluster of 2 separate species, C7H18N2O3PS in total. The level of theory is ωB97M-V with the def2-TZVPD basis set.

Atoms and positions in Å:
S 3.8850 1.2137 -0.9072
P 3.6932 -0.5382 0.4633
O 4.7019 -1.4812 -0.3816
O 4.3259 -0.1641 1.7113
O 2.3096 -1.1249 0.2948
N -0.5062 0.4452 -0.3168
N -0.9406 -1.1212 1.3001
C 0.2496 2.7573 -0.0037
C -0.9918 -0.7688 -0.1251
C -1.0926 -1.6342 -1.3396
C -0.7446 3.9236 0.3906
C -0.2801 1.4448 0.5434
C 0.1129 -2.5893 -1.6539
C -1.5959 -2.3436 1.7434
H 1.3128 2.8623 0.3151
H -1.6026 -3.2061 0.9770
H 0.8990 -1.9654 -1.9566
H -0.9822 3.5489 1.4512
H -0.4229 0.7380 -1.2966
H 0.2119 2.9094 -1.0353
H -0.3001 4.9826 0.3890
H -1.1498 -2.8262 2.5151
H -0.3619 -3.2457 -2.4062
H 0.0546 1.3087 1.4803
H -2.0988 -2.2751 -1.2216
H -2.5629 -2.0107 1.9636
H 5.4231 -0.9437 -0.5544
H -0.0080 -1.0253 1.4379
H -1.7330 4.0818 -0.1149
H 2.6202 1.5109 -0.5570
H 0.2448 -2.9570 -0.6801
H -1.1519 -1.0120 -2.1379

Forces on atoms 1 to 6 (eV/Å):
S -0.67 -0.20 0.42
P -2.12 -0.90 -2.10
O -1.92 -1.86 0.19
O 0.53 0.59 1.89
O 1.18 0.81 0.42
N -1.03 0.19 -0.51

The spin multiplicity is 1. As for the highest occupied orbital energy (spin up / spin down): -2.99 / -2.99 eV. The net charge is -1.

=====

3.
This record from OMol25 describes a structure of composition C50H36F6NO5P2PtS3Te4. The level of theory is ωB97M-V with the def2-TZVPD basis set.

Atoms and positions in Å:
Pt 0.6505 -0.3764 -0.9888
Te -0.8718 -4.9714 -0.8030
Te -2.1216 -3.4370 -2.7012
Te 1.2494 -5.2969 -2.3429
Te -0.3512 -1.5658 -3.4632
S 1.7290 -6.9002 -0.0104
S 3.1342 -1.9998 -0.4942
S -1.7360 0.4186 -0.8517
P 0.2791 -0.6139 1.4875
P 1.0197 1.7822 -1.8300
F 4.1390 -3.5638 -2.6652
F 1.0329 -9.4154 -0.6078
F 4.8400 -1.5317 -2.5130
F 1.7855 -8.2724 -2.2916
F -0.2041 -7.9287 -1.5658
F 2.8132 -1.9437 -3.1556
O 1.7170 -2.4967 -0.7256
O 3.0850 -0.5291 -0.6467
O 0.4893 -6.4061 0.6004
O 2.6137 -7.5671 0.8799
O -2.1319 0.2614 -2.2685
N 2.4298 -5.8916 -0.9423
C 1.7855 -1.4484 2.0735
C 4.0025 3.7974 0.1935
C -4.7576 -2.4690 0.9898
C 3.2856 1.2984 -5.7715
C 3.9185 1.0614 -4.5602
C -2.1041 -3.4503 3.2066
C -2.5715 6.6847 -1.7752
C -1.0837 -2.5685 2.8265
C -4.1292 -0.7247 -0.4875
C -1.5932 2.2701 3.6627
C -1.6511 5.5230 -2.0052
C -5.1047 -1.6140 -0.0216
C 1.9963 -2.8224 2.1624
C -2.2404 2.1406 -0.5979
C -3.2899 -3.3879 2.5307
C -1.0050 2.1800 4.9156
C 0.0343 1.2883 5.1271
C 1.2474 1.8388 -4.6177
C 3.3227 3.1757 -0.8439
C -3.2833 4.7222 -0.5554
C 1.4764 2.7766 0.6496
C 3.4247 3.9134 1.4469
C -2.1229 4.4057 -1.2913
C 1.8982 1.6503 -3.3976
C -4.5505 -4.1867 2.6737
C 0.4873 0.4803 4.0951
C -0.2725 3.0658 -2.0105
C 2.1511 3.4109 1.6748
C -3.6067 6.1747 -0.7449
C 3.2237 1.2117 -3.3734
C 1.9489 1.6679 -5.7985
C -3.3844 2.4397 0.1003
C -3.4526 -2.4201 1.5211
C 4.1403 -1.0768 2.4633
C -0.1003 0.5676 2.8380
C -1.1931 -1.6646 1.7824
C -1.5079 3.1367 -1.3038
C 2.8735 -0.5798 2.2188
C -1.1433 1.4656 2.6317
C 3.2690 -3.3144 2.4138
C 3.7861 -2.3183 -2.2954
C 1.0511 -8.2245 -1.1685
C 0.1742 4.1785 -2.7063
C -5.5506 -3.5262 1.6987
C 2.0598 2.6460 -0.6115
C -2.8648 -0.6514 0.0570
C -0.5142 5.3980 -2.7547
C 4.3400 -2.4457 2.5606
C -2.4411 -1.5259 1.0991
C -3.9066 3.7430 0.1674
H -1.3633 2.7995 5.7253
H 1.1860 -3.5224 2.0237
H 1.4514 1.8191 -6.7453
H -4.7908 3.9397 0.7559
H -1.9432 -4.1400 4.0220
H -4.3563 -0.0760 -1.3225
H 3.9663 4.3968 2.2469
H 2.7124 0.4881 2.1275
H -5.9636 -4.2421 0.9884
H -2.0271 7.5571 -1.4135
H 4.9522 0.7485 -4.5395
H 1.2902 -0.2211 4.2690
H -6.0885 -1.6188 -0.4651
H -2.4085 2.9591 3.4916
H -3.5196 6.7098 0.2025
H 3.7776 3.1103 -1.8211
H 4.9923 4.1923 0.0161
H 5.3264 -2.8437 2.7518
H -0.1217 6.2165 -3.3401
H 4.9722 -0.3981 2.5850
H 0.2039 2.1232 -4.6390
H 1.6894 3.5066 2.6481
H -0.1626 -2.5905 3.3912
H -4.9099 -4.1803 3.7027
H 3.4205 -4.3801 2.4861
H -1.6083 1.5242 1.6588
H -4.3584 -5.2258 2.4014
H -3.9132 1.6472 0.6107
H 0.4871 1.2103 6.1054
H -6.3898 -3.0785 2.2343
H -4.6303 6.3083 -1.0943
H 1.1190 4.1126 -3.2300
H -3.0563 6.9691 -2.7106
H 3.8291 1.1795 -6.6972
H 0.4829 2.3778 0.8130
H 3.6899 0.9739 -2.4275

Forces on atoms 1 to 6 (eV/Å):
Pt -0.83 0.35 0.25
Te -0.79 0.87 0.26
Te 0.03 0.04 -0.37
Te -0.03 1.19 -0.74
Te 0.23 0.23 0.47
S -0.13 -1.26 0.67

The spin multiplicity is 5. As for the highest occupied orbital energy (spin up / spin down): -9.50 / -10.15 eV. The net charge is +1.

=====

4.
This record from OMol25 describes a structure of composition C15H15Br34ClO3. The level of theory is ωB97M-V with the def2-TZVPD basis set.

Atoms and positions in Å:
Br 2.8079 6.7269 0.8671
Br 2.7885 3.7614 -0.2196
Br -2.0645 -6.4689 4.6686
Br -0.8758 -5.3476 1.9413
Br 0.7637 -4.9898 4.6365
Br 1.6056 -2.9724 -1.5937
Br 6.0807 5.5035 -0.8284
Br -3.9992 0.2105 0.5159
Br -0.6742 6.7947 -4.7433
Br -4.4319 4.9722 -5.3853
Br -6.5078 -1.2568 -2.0108
Br -2.6647 -2.2768 1.9424
Br -0.1030 -9.1602 6.4275
Br 3.5216 2.8081 -6.0687
Br -1.9737 3.5938 -6.8631
Br 3.9804 -6.4533 2.4352
Br 0.7308 5.8754 -1.3947
Br -0.8845 4.7692 2.8709
Br 6.2885 2.3356 -0.9073
Br 5.8999 3.8342 1.8719
Br -4.6882 -0.4047 3.5635
Br -4.7408 -3.6582 -0.8774
Br -2.6901 2.7761 -3.8728
Br -2.9064 6.7419 -2.4799
Br -3.7806 3.4436 2.9096
Br -3.3469 8.4784 -5.1194
Br -2.4583 4.2482 0.1552
Br 3.0068 -8.7833 4.3745
Br -2.0484 -10.5807 4.3512
Br 3.0560 1.5950 -3.1645
Br 4.2009 -6.1023 5.5910
Br 1.0067 3.7287 -4.3403
Br 0.9291 -11.6361 4.7102
Br -4.0544 -2.3727 -3.7006
Cl -0.0917 1.0209 1.3296
O 4.1301 -0.8522 -1.0107
O 2.2439 -0.9151 0.2405
O 0.1191 1.5713 -1.1834
C -3.3795 3.3724 -5.5714
C 3.1037 -0.3376 -0.6796
C -0.5833 -10.8120 5.5757
C -0.9865 -5.1060 3.8488
C 4.2526 -7.3430 4.1183
C -3.3528 -0.4963 2.1814
C -2.0680 7.7817 -3.8584
C 1.7143 5.3156 0.1543
C -0.0217 -0.7759 -0.7947
C 1.1394 -1.6419 -0.2431
C 0.0285 0.6708 -0.4004
C -5.4501 -2.8025 -2.4478
C 2.8315 3.1298 -4.3017
C -2.6111 4.6825 2.0212
C 6.6616 3.9281 0.1075
H -4.0328 2.5969 -5.9435
H -2.5246 0.1223 2.4976
H -0.9162 -11.4870 6.3505
H -6.1091 -3.5096 -2.9298
H -3.0557 5.6639 2.1026
H 0.7885 -2.2213 0.6024
H 7.7329 3.9978 0.2258
H -0.0176 -0.8063 -1.8813
H 0.9956 5.0395 0.9136
H 2.8180 0.6610 -1.0422
H -1.6011 8.6253 -3.3712
H -1.4810 -4.1601 4.0221
H -0.9480 -1.2486 -0.4710
H 5.2442 -7.7709 4.0988
H 3.4179 3.9294 -3.8691

Forces on atoms 1 to 6 (eV/Å):
Br -0.08 0.09 0.07
Br -0.15 -0.03 -0.05
Br 0.01 0.05 -0.05
Br 0.01 -0.01 -0.06
Br -0.03 -0.09 -0.01
Br 0.03 -0.02 0.08

The spin multiplicity is 1. As for the highest occupied orbital energy: -9.81 eV.

=====

5.
This record from OMol25 describes a cluster of 2 separate species, C7H16B2FN4O3 in total. The level of theory is ωB97M-V with the def2-TZVPD basis set.

Atoms and positions in Å:
F 1.4396 2.8365 -2.2564
O -1.6164 1.4019 0.8994
O 2.6284 -0.1182 -0.9888
O 2.0149 -2.1916 0.1952
N -1.0459 -1.0057 1.3235
N -3.2800 -0.9423 -2.3831
N -1.8110 -0.0230 4.2614
N 0.2880 -1.7329 -4.2916
C -0.4422 1.2658 -2.0656
C 0.4816 2.3106 -1.2737
C 0.4194 -1.6266 -3.0961
C 0.2244 -1.3124 -1.5338
C -0.8168 -0.0782 -1.2627
C 3.2526 0.2979 0.2813
C -2.2191 -0.5936 -1.9125
B 1.6558 -1.1503 -0.7764
B -1.1528 0.1425 0.3241
H 3.9103 -0.5318 0.7303
H -0.3005 -2.2519 -1.0946
H -1.6839 -0.2331 3.2598
H -2.5934 1.4015 1.0115
H 3.9080 1.2226 0.0348
H -0.8951 0.0788 4.7084
H -1.2001 -1.9094 0.8465
H -2.3258 -0.7880 4.7081
H 1.5705 -3.0140 -0.1473
H -0.1369 -0.9800 1.8147
H 0.0398 1.0787 -3.0862
H 1.1166 1.8702 -0.4317
H -2.3390 0.8491 4.3632
H -1.4479 1.8041 -2.2842
H 2.4672 0.6773 1.0482
H -0.1101 3.2457 -0.9258

Forces on atoms 1 to 6 (eV/Å):
F -1.44 -0.90 1.63
O 0.17 -2.06 -1.20
O -2.43 -1.37 1.99
O -1.55 0.88 -2.52
N -0.07 1.12 -0.97
N 5.66 1.81 2.62

The spin multiplicity is 1. As for the highest occupied orbital energy: -13.74 eV. The net charge is +1.

=====

Number 1: M 101.1 g mol⁻¹, DFT total energy -327.05988 Eh. Number 2: M 241.3 g mol⁻¹, DFT total energy -1352.30777 Eh. Number 3: M 1708.5 g mol⁻¹, DFT total energy -6025.50830 Eh. Number 4: M 2995.5 g mol⁻¹, DFT total energy -88782.83976 Eh. Number 5: M 244.9 g mol⁻¹, DFT total energy -870.42725 Eh.